87
Properties=species:S:1:pos:R:3:forces:R:3 method="wB97M-V/def2-TZVPD" fmax_ev_per_a=0.767 gap_ha="0.1690 / 0.1651" total_charge=-1 total_energy_ha=-2097.7089 mol_weight_g_mol=505.77 multiplicity=3 lumo_energy_ev="1.67 / 1.57"
S -5.650 -7.665 3.743 0.03 -0.03 -0.08
P -4.081 -7.138 4.846 -0.40 -0.15 0.11
O 0.956 1.832 -4.706 0.13 -0.37 0.03
O 2.661 -0.604 0.620 0.15 -0.35 -0.05
O 0.428 -3.082 4.300 0.10 0.07 0.00
N 1.224 2.796 -5.497 -0.48 0.34 0.38
N 1.492 -0.135 0.822 0.36 0.62 -0.01
C -0.611 1.826 -6.780 -0.10 -0.09 0.00
C 0.094 3.127 -6.425 0.10 0.06 -0.49
C -1.970 -2.810 4.677 -0.09 -0.12 -0.11
C -4.774 -4.515 5.077 -0.32 -0.10 0.28
C 1.954 3.916 -4.822 0.42 0.21 -0.22
C 2.102 -0.436 3.168 0.25 -0.04 0.05
C 1.599 -5.117 5.051 -0.19 -0.23 -0.01
C 1.830 1.867 2.218 0.11 0.17 -0.08
C -4.227 -5.734 5.808 0.43 0.51 -0.38
C 2.789 4.738 -5.811 -0.05 -0.06 -0.06
C -2.527 -4.010 3.903 0.23 0.09 -0.12
C 2.911 3.308 -3.809 0.05 -0.07 0.22
C -4.050 -3.991 3.819 0.13 0.23 -0.04
C -0.205 5.257 -5.029 0.05 -0.06 -0.03
C -0.598 -3.026 5.281 -0.15 0.09 0.07
C 1.532 2.055 -0.275 0.11 0.25 0.11
C -0.880 4.064 -5.705 -0.08 0.11 0.17
C 1.299 2.731 1.075 -0.02 -0.10 0.00
C 0.840 -4.384 3.937 0.03 -0.19 -0.13
C 1.429 -0.045 -1.626 0.10 0.00 -0.11
C -0.568 0.661 -0.377 0.01 -0.02 0.07
C 1.309 0.427 2.200 -0.49 -0.14 0.30
C -0.167 0.372 2.644 -0.02 -0.02 -0.12
C 0.926 4.798 -4.111 -0.22 0.06 0.04
C 0.966 0.637 -0.346 -0.49 -0.12 -0.20
C 0.604 3.763 -7.732 0.08 -0.01 0.05
H -4.858 -3.693 5.800 0.00 0.01 0.02
H 3.435 4.086 -6.400 0.01 -0.01 0.00
H 0.236 2.943 1.217 -0.02 -0.04 -0.01
H 1.000 0.477 -2.482 -0.01 0.01 0.00
H 1.934 -0.069 4.181 -0.05 0.02 0.02
H 1.592 3.386 -7.992 0.00 -0.02 -0.01
H 1.100 -1.084 -1.649 0.00 -0.01 0.02
H -2.662 -2.565 5.488 0.00 0.02 0.06
H -0.967 -0.351 -0.306 0.00 -0.01 0.00
H 2.512 -0.029 -1.723 0.00 -0.03 0.04
H -3.711 -8.163 5.733 0.19 -0.13 0.03
H -1.403 2.047 -7.497 -0.01 0.01 -0.03
H 0.499 4.231 -3.278 0.03 -0.06 -0.02
H -4.348 -2.944 3.661 -0.11 -0.03 -0.13
H -1.057 1.354 -5.909 0.05 -0.01 0.02
H 0.082 1.118 -7.235 0.01 0.01 -0.01
H 1.487 -4.250 3.070 0.02 0.08 -0.02
H -4.390 -4.539 2.937 0.06 -0.18 0.09
H 1.682 -4.483 5.932 0.12 0.08 -0.01
H 3.171 -0.404 2.965 -0.03 0.00 -0.07
H 1.763 -1.468 3.127 -0.03 -0.02 0.05
H -3.254 -5.518 6.274 -0.10 -0.17 0.25
H -1.016 1.260 0.409 0.02 0.00 0.01
H 2.923 1.843 2.168 0.00 -0.07 -0.04
H -0.215 0.250 3.725 0.06 0.01 0.03
H 3.495 4.105 -3.346 0.00 0.05 -0.04
H -0.948 5.802 -4.444 0.00 0.03 -0.01
H 1.089 2.645 -1.082 -0.02 0.00 -0.01
H -0.677 -0.483 2.202 0.01 -0.03 0.02
H 1.077 -6.025 5.357 0.01 0.01 0.02
H 2.596 -5.411 4.727 0.06 0.08 0.05
H -1.620 4.407 -6.433 -0.03 0.00 0.00
H -0.013 -4.980 3.602 -0.02 0.04 0.04
H 2.377 2.780 -3.024 0.03 -0.05 -0.04
H -2.941 -7.211 3.979 0.06 -0.09 -0.09
H -1.919 -1.944 4.009 -0.07 0.09 0.10
H 0.650 4.849 -7.691 0.03 0.00 0.03
H -0.071 3.506 -8.548 -0.06 -0.02 0.03
H 2.200 5.342 -6.494 -0.02 -0.01 0.01
H 1.806 3.699 1.089 -0.02 0.02 0.00
H -0.348 -2.193 5.944 0.04 0.03 0.00
H 0.169 5.963 -5.776 0.03 -0.02 -0.01
H -0.890 1.085 -1.329 0.04 -0.01 -0.04
H -1.422 3.489 -4.948 0.06 -0.05 0.01
H 1.446 5.655 -3.678 0.00 0.02 0.01
H 3.599 2.609 -4.285 -0.02 -0.01 -0.03
H 2.609 2.011 -0.469 0.00 -0.08 0.01
H 3.425 5.421 -5.247 0.01 -0.02 0.05
H -5.800 -4.746 4.774 -0.04 0.11 0.00
H 1.566 2.308 3.183 0.02 0.01 0.03
H -2.184 -4.929 4.389 -0.19 -0.04 -0.03
H -0.611 -3.933 5.894 0.07 -0.06 0.00
H -2.105 -4.015 2.893 0.05 0.00 0.02
H -0.724 1.275 2.400 0.01 -0.01 -0.04



106
Properties=species:S:1:pos:R:3:forces:R:3 method="wB97M-V/def2-TZVPD" fmax_ev_per_a=1.346 gap_ha=0.3579 total_charge=0 total_energy_ha=-48290.7672 mol_weight_g_mol=1940.17 multiplicity=1 lumo_energy_ev=0.14
Br -4.239 0.386 4.971 0.04 0.00 -0.03
Br -8.098 5.207 3.135 0.04 -0.07 0.00
Br 2.996 -0.455 -8.376 0.08 0.04 -0.05
Br 7.048 -1.088 1.102 -0.02 0.18 0.02
Br 1.784 1.712 -11.106 0.02 -0.05 0.00
Br 6.347 2.422 2.137 -0.12 -0.08 -0.02
Br 4.041 -5.169 2.391 -0.03 0.00 0.00
Br 6.351 -2.975 -2.454 0.20 -0.03 0.13
Br 8.885 8.563 1.841 -0.05 -0.01 0.02
Br -3.744 2.861 2.304 0.04 0.23 0.05
Br -7.428 -0.221 -7.045 0.05 0.04 0.01
Br -6.530 2.368 -4.571 -0.02 -0.05 0.04
Br -7.457 3.130 6.075 -0.06 0.00 0.14
Br 0.384 -4.763 2.397 0.07 -0.24 0.03
Br 3.726 -5.533 -1.920 0.10 -0.01 -0.03
Br 6.591 5.799 0.995 0.05 0.07 -0.06
Br 1.098 -0.590 -5.070 -0.12 0.03 0.16
Br 1.975 -2.223 -1.880 -0.18 -0.10 -0.05
Si -1.843 -4.186 -1.479 0.08 0.03 -0.41
Si -2.834 -2.545 0.654 0.05 -0.01 -0.16
O -0.237 -0.022 2.729 0.03 -0.14 -0.10
O -2.683 -2.851 -0.978 0.10 -0.33 0.38
O -2.819 0.183 -0.805 -0.49 -0.06 0.13
O 1.910 -0.470 2.479 -0.52 0.41 -0.15
N -4.899 0.928 -1.382 0.74 0.75 0.84
C 5.826 -3.894 -0.816 0.02 0.00 -0.07
C 2.810 -0.686 -4.152 0.03 0.00 -0.20
C -9.222 3.842 3.943 -0.01 0.15 -0.07
C -1.291 -1.690 1.281 0.23 0.27 0.31
C 2.269 0.677 0.016 -0.19 0.22 -0.02
C 8.477 6.940 2.832 0.12 0.09 -0.04
C 1.248 0.351 -8.634 0.04 -0.13 0.06
C 1.666 -4.374 3.805 -0.07 0.13 -0.11
C 0.902 0.008 2.000 0.55 -0.45 0.31
C -3.993 0.314 -0.505 0.39 -0.01 -0.23
C -6.036 -0.233 -5.684 -0.12 -0.08 -0.08
C 8.297 5.753 1.924 -0.13 -0.10 0.01
C -4.552 3.079 4.064 0.16 0.12 -0.19
C 0.877 0.681 0.648 0.43 0.25 -0.10
C 3.031 -2.020 -3.499 0.12 -0.04 0.17
C -9.142 3.866 5.446 0.06 -0.10 0.02
C 7.253 -0.205 2.827 0.04 -0.29 -0.04
C 6.143 0.761 3.131 0.04 0.21 -0.02
C 0.839 0.356 -10.082 -0.01 0.14 -0.06
C -4.482 -1.705 0.958 0.01 0.18 -0.07
C -3.821 2.283 5.108 -0.10 -0.11 0.08
C 2.942 -3.805 3.243 0.05 0.01 0.02
C -4.545 -0.179 0.810 -0.70 0.02 -0.07
C -1.448 -0.374 2.033 -0.41 0.05 -0.30
C -6.483 0.427 -4.409 0.08 0.08 0.03
C 5.466 -5.330 -1.080 -0.12 -0.13 0.02
H 5.160 0.368 2.896 -0.04 -0.04 -0.04
H 0.562 -0.255 -8.047 -0.01 -0.01 -0.01
H 5.398 -5.873 -0.140 0.01 0.04 -0.01
H 2.181 0.921 -1.044 0.08 -0.01 0.02
H -4.879 -1.979 1.940 0.18 -0.01 0.02
H -0.725 -2.366 1.928 -0.27 -0.10 0.01
H 6.691 -3.841 -0.161 0.01 0.00 0.01
H 5.008 -3.324 -0.386 -0.04 -0.04 0.01
H 0.532 1.711 0.784 -0.14 -0.09 0.07
H 6.183 -5.817 -1.733 0.04 0.00 0.01
H 9.324 6.782 3.495 0.01 -0.03 -0.01
H -5.782 0.219 -3.605 0.01 -0.02 0.00
H 7.588 7.148 3.417 -0.02 -0.03 0.02
H -4.498 4.144 4.279 0.01 0.00 0.04
H 4.070 -2.126 -3.178 -0.29 0.10 -0.12
H 3.560 -0.513 -4.922 0.00 -0.03 -0.02
H -10.236 4.057 3.613 -0.01 0.02 0.02
H 2.754 -3.042 2.494 -0.01 0.05 0.05
H 1.300 1.349 -8.213 -0.03 0.02 0.00
H 8.286 4.832 2.504 0.00 0.01 0.02
H 6.178 1.049 4.179 0.01 -0.04 0.02
H -4.143 2.582 6.103 -0.02 0.02 0.00
H -7.479 0.117 -4.109 -0.02 -0.02 -0.02
H 1.188 -3.636 4.445 0.01 0.04 -0.01
H -1.774 0.418 1.355 0.26 0.06 0.04
H -4.367 1.621 -1.904 -0.16 -0.28 -0.49
H -5.588 2.784 3.969 -0.04 0.00 -0.01
H 1.033 -0.594 -10.568 0.00 -0.03 0.02
H -0.642 -1.533 0.417 -0.14 -0.07 -0.15
H 8.222 0.282 2.811 0.02 0.00 0.00
H 2.922 1.413 0.485 0.01 -0.06 0.06
H -9.213 4.870 5.852 -0.02 0.03 -0.03
H 7.265 -1.015 3.554 -0.03 0.03 0.05
H -2.522 -5.437 -1.074 -0.05 0.03 0.06
H -4.023 0.358 1.605 0.11 -0.33 -0.11
H -0.478 -4.184 -0.906 -0.04 0.00 0.07
H -5.172 0.257 -6.119 0.03 0.01 0.02
H 1.817 -5.296 4.358 0.05 -0.01 0.00
H -5.176 -2.150 0.235 0.07 -0.06 0.01
H -5.601 1.437 -0.855 -0.30 -0.25 -0.14
H 3.554 -3.391 4.040 0.00 0.00 0.01
H -5.590 0.141 0.897 0.05 -0.03 0.01
H -8.899 2.892 3.531 -0.03 -0.04 0.02
H 2.824 0.133 -3.440 0.02 0.00 0.03
H 9.066 5.694 1.161 0.03 0.02 0.01
H -2.743 2.375 5.029 0.01 0.01 -0.01
H 2.769 -2.854 -4.143 0.00 0.02 -0.05
H -1.753 -4.163 -2.951 -0.01 0.06 0.00
H -2.204 -0.442 2.817 0.15 -0.03 0.10
H -0.216 0.604 -10.173 -0.01 0.00 0.03
H -5.811 -1.281 -5.505 0.00 0.00 0.03
H -2.897 -3.886 1.297 -0.05 0.02 0.05
H 2.717 -0.306 0.116 0.11 0.04 -0.05
H -9.920 3.241 5.878 0.01 -0.03 -0.01
H 0.167 0.207 -0.030 -0.11 -0.02 0.14



Among the records above, which one has the highest multiplicity? C26H54N2O3PS



Among the records above, which one has the lowest multiplicity? C26H55Br18NO4Si2



Among the records above, which one has the highest multiplicity? C26H54N2O3PS